Record 1
Computed, not measured: a 2-piece molecular cluster, CH5INPS overall at a distorted geometry, with ωB97M-V/def2-TZVPD.

The value obtained for the LUMO energy (alpha / beta) is -1.6671 / -3.6339 eV. The value obtained for the energy above the lowest of the compared OMol25 structures with the same formula, charge and spin is 279.2 kJ/mol. The value obtained for the HOMO energy (alpha / beta) is -9.10 / -8.20 eV. The net charge is 0. The HOMO-LUMO gap (alpha / beta) comes out at 7.4 / 4.6 eV.

Structure (XYZ):
```
10
CH5INPS, DFT ωB97M-V/def2-TZVPD
C -0.59598 1.17674 -0.41968
N -0.15277 -1.19090 0.89750
P -0.85914 -0.71381 -0.59029
S -2.71919 -1.16756 -0.46944
I 5.11910 0.06201 -0.22237
H -1.12488 1.65685 -1.33097
H -1.05557 1.59479 0.48175
H 0.46501 1.44901 -0.43539
H 0.76325 -0.75823 1.15248
H 0.16017 -2.10889 0.93640
```

Löwdin population analysis, charges in e, atoms 1 to 6: -0.312 -0.249 0.268 0.156 -0.004 0.056

Record 2
Computed, not measured: a 6-piece molecular cluster, C12H36O6 overall at a distorted geometry, with ωB97M-V/def2-TZVPD.

The value obtained for the LUMO energy (alpha / beta) is 2.4245 / 2.3826 eV. The value obtained for the energy above the lowest of the compared OMol25 structures with the same formula, charge and spin is 133.5 kJ/mol. The spin multiplicity is 2. The value obtained for the HOMO energy (alpha / beta) is 0.44 / -6.80 eV. The net charge is -1. The HOMO-LUMO gap (alpha / beta) comes out at 2.0 / 9.2 eV.

Structure (XYZ):
```
54
C12H36O6, DFT ωB97M-V/def2-TZVPD
C 23.68568 -6.61249 5.61429
C 22.33171 -6.49501 4.92124
O 21.89478 -7.74651 4.40986
H 24.33834 -7.33585 5.12554
H 23.54231 -6.90658 6.65403
H 24.19278 -5.66093 5.77391
H 22.41680 -5.72759 4.15187
H 21.57802 -5.96469 5.50331
H 21.20012 -7.55711 3.77489
C 18.47350 -8.02396 8.01015
C 19.35688 -8.80866 7.02249
O 18.68146 -9.98276 6.49849
H 18.25261 -8.68605 8.84737
H 17.63882 -7.61135 7.44343
H 19.01924 -7.17988 8.43182
H 20.20913 -9.20946 7.57125
H 19.68107 -8.17769 6.19491
H 19.08107 -10.29261 5.68246
C 17.44886 -11.94973 2.94094
C 17.84152 -10.46218 2.90675
O 19.16813 -10.30328 3.26008
H 16.36542 -12.05756 2.88952
H 17.85294 -12.34010 3.87498
H 17.98580 -12.46904 2.14715
H 17.32201 -10.09034 3.78990
H 17.43244 -9.84953 2.10337
H 19.32607 -9.35859 3.32504
C 17.53875 -6.82378 4.43720
C 18.24011 -6.91331 3.08985
O 19.48067 -7.40833 3.30580
H 17.34680 -7.78833 4.90719
H 16.56886 -6.35762 4.26367
H 18.03617 -6.19436 5.17510
H 18.27556 -5.98353 2.52209
H 17.69257 -7.59799 2.44216
H 19.95914 -7.12379 2.52368
C 14.59469 -12.76937 0.68258
C 13.20349 -13.04367 0.13248
O 13.17217 -13.08760 -1.32397
H 15.39643 -13.43658 0.36612
H 14.57987 -12.68538 1.76924
H 14.91434 -11.78640 0.33661
H 12.52336 -12.31891 0.57996
H 12.72893 -13.91970 0.57461
H 12.52257 -12.46090 -1.65087
C 18.44121 -10.57557 -1.21421
C 19.85924 -11.02761 -1.67767
O 19.71290 -11.83771 -2.81407
H 17.82272 -11.44863 -1.00605
H 17.85673 -10.09736 -2.00021
H 18.46944 -9.88571 -0.37076
H 20.28853 -11.53604 -0.81436
H 20.42163 -10.14577 -1.98455
H 20.52454 -11.85368 -3.32651
```

Löwdin population analysis, charges in e, atoms 1 to 6: -0.101 -0.372 -0.122 0.071 0.056 0.060

Record 3
Computed, not measured: a 3-piece molecular cluster, CH7NO2 overall at a distorted geometry, with ωB97M-V/def2-TZVPD.

The value obtained for the LUMO energy is 0.7184 eV. The value obtained for the energy above the lowest of the compared OMol25 structures with the same formula, charge and spin is 138.1 kJ/mol. The value obtained for the HOMO energy is -10.54 eV. The net charge is 0. Its SMILES is C=N.O.O. The HOMO-LUMO gap comes out at 11.3 eV.

Structure (XYZ):
```
11
CH7NO2, DFT ωB97M-V/def2-TZVPD
C -2.11530 2.88959 -0.23400
N -1.25900 2.30228 -1.06847
H -1.75011 2.60647 0.72072
H -3.13803 3.29432 -0.41482
H -1.58589 2.17392 -2.09386
O 0.14853 -0.48358 -0.70672
H -0.83278 -0.36606 -0.73865
H 0.52645 0.36966 -1.06247
O 2.65976 -3.84679 1.73213
H 3.06442 -4.05211 2.54110
H 2.75445 -2.83673 1.72803
```

Löwdin population analysis, charges in e, atoms 1 to 6: -0.096 -0.024 0.037 0.072 0.069 -0.123

Record 4
Computed, not measured: C40H38FLuN4O7 as an isolated structure at a distorted geometry, with ωB97M-V/def2-TZVPD.

The value obtained for the LUMO energy is -1.4387 eV. The value obtained for the energy above the lowest of the compared OMol25 structures with the same formula, charge and spin is 8.3 kJ/mol. The value obtained for the HOMO energy is -6.74 eV. The net charge is 0. The HOMO-LUMO gap comes out at 5.3 eV.

Structure (XYZ):
```
91
C40H38FLuN4O7, DFT ωB97M-V/def2-TZVPD
Lu -0.37873 -0.35188 -0.83511
C -1.26173 -4.30400 0.85584
O -1.39787 -3.88954 2.20180
C -1.86842 -2.64187 2.50659
C -2.39897 -2.51668 3.77818
C -2.96711 -1.32515 4.21706
C -3.00773 -0.25295 3.35445
C -2.43074 -0.33921 2.08377
C -2.50635 0.84835 1.23810
N -1.72881 1.08194 0.25441
N -2.00578 2.24175 -0.48235
C -1.47315 2.19998 -1.66882
O -0.80260 1.20014 -2.17062
C -1.70722 3.38411 -2.54276
C -1.46012 3.28171 -3.90764
C -1.68094 4.36771 -4.74341
C -2.13834 5.56688 -4.21599
C -2.37817 5.67483 -2.85135
C -2.16697 4.58876 -2.01755
C -1.82723 -1.53680 1.63509
O -1.29789 -1.62634 0.42610
H -1.04889 -5.37040 0.90911
H -0.44607 -3.78979 0.34941
H -2.18850 -4.14597 0.29735
H -2.37385 -3.39157 4.41533
H -3.38471 -1.25548 5.21186
H -3.46773 0.68127 3.65595
H -3.28845 1.57628 1.45628
H -1.08417 2.34466 -4.29626
H -1.48820 4.28125 -5.80515
H -2.30023 6.41876 -4.86402
H -2.72782 6.61187 -2.43728
H -2.35380 4.65640 -0.95493
O -4.52823 -0.75391 -3.28159
C -3.36504 -0.88261 -2.63314
O -3.06650 -0.28763 -1.63979
C -2.45509 -1.89270 -3.27326
C -2.88169 -2.71694 -4.30559
C -2.01268 -3.68086 -4.77772
C -0.75898 -3.78894 -4.19753
C -0.41822 -2.91065 -3.18327
N -1.24460 -1.97177 -2.73141
C 0.88481 -2.97747 -2.41902
O 1.88042 -3.71631 -2.90979
O 1.00869 -2.39425 -1.37446
H -5.04950 -0.08106 -2.80846
H -3.87813 -2.60534 -4.70528
H -2.31077 -4.35114 -5.57220
H -0.08260 -4.56944 -4.52111
H 1.68913 -4.04839 -3.79676
C 3.90003 -2.28060 1.93861
C 2.38084 -2.12378 1.80404
C 1.69486 -3.39799 2.30924
C 1.87842 -0.88857 2.53219
C 1.85800 -0.89114 3.92326
C 1.42788 0.21342 4.63809
C 1.02006 1.34601 3.95534
C 1.02544 1.39200 2.56370
C 0.65977 2.68983 1.86864
C 1.85785 3.64691 1.84868
C -0.54481 3.38919 2.51126
C 1.44184 0.25915 1.84477
N 1.41300 0.26761 0.42164
C 2.58518 0.58344 -0.21726
C 3.75813 1.07225 0.39401
C 4.89875 1.37780 -0.33293
C 4.94637 1.21648 -1.71120
C 3.80985 0.74090 -2.35423
C 2.70020 0.45261 -1.60749
F 1.58195 -0.02443 -2.28762
H 4.22695 -3.21209 1.46969
H 4.18226 -2.31853 2.99416
H 4.43839 -1.45908 1.47037
H 2.13862 -2.00871 0.74808
H 2.07088 -3.68555 3.29389
H 1.89887 -4.22849 1.62878
H 0.61413 -3.27203 2.39050
H 2.18481 -1.77533 4.45760
H 1.41470 0.19263 5.72071
H 0.69478 2.21599 4.51314
H 0.41763 2.45888 0.83314
H 2.18762 3.86363 2.86812
H 1.57994 4.59029 1.37212
H 2.69889 3.22491 1.29779
H -0.23620 4.00550 3.35906
H -1.28220 2.67192 2.87460
H -1.03184 4.04153 1.78401
H 3.74864 1.20983 1.46776
H 5.76934 1.75087 0.19250
H 5.83709 1.45447 -2.27487
H 3.77939 0.59865 -3.42700
```

Löwdin population analysis, charges in e, atoms 1 to 6: 1.695 -0.085 -0.110 -0.218 0.000 -0.089